[1]
# H80O40

A 40-piece molecular cluster, H80O40 overall at a distorted geometry (the ωB97M-V functional and the def2-TZVPD basis, OMol25).

Computed properties:
lowest unoccupied orbital energy (spin up / spin down) = 1.206 / 1.172 eV
⟨S²⟩ = 0.75
relative energy (zero: lowest compared OMol25 entry of this formula, charge and spin) = 39.1 kcal/mol

```
! wB97M-V def2-TZVPD RIJCOSX def2/J DEFGRID3
* xyz -1 2
H -0.729 3.454 0.522
H -0.053 3.282 1.997
O 0.055 3.552 1.065
H 2.746 2.119 -5.064
H 2.947 3.217 -4.238
O 3.521 2.518 -4.617
H -4.810 0.755 1.467
H -3.211 0.681 1.355
O -4.042 0.941 0.925
H -1.772 1.950 3.530
H -1.130 0.833 2.706
O -1.980 1.230 2.923
H -0.483 1.514 -3.048
H -0.822 0.096 -2.699
O -0.073 0.642 -2.984
H 0.934 0.656 -6.629
O 1.148 1.064 -5.791
H 1.092 -1.457 2.027
O 0.346 -1.985 1.745
H 2.364 -0.827 5.055
H 3.397 -0.204 4.151
O 3.051 -0.156 5.077
H 4.392 2.519 4.202
H 3.092 1.773 3.745
O 3.565 2.603 3.728
H 0.295 -3.460 -0.691
H 0.102 -4.983 -0.210
O 0.535 -4.140 -0.065
H 3.388 -4.890 -0.305
H 2.753 -5.074 1.139
O 3.321 -4.542 0.586
H 1.087 2.088 3.254
O 0.344 2.667 3.511
H 3.641 -3.209 2.698
H 2.463 -2.900 3.758
O 3.065 -2.552 3.097
H -2.479 2.913 -3.358
H -2.909 1.926 -4.663
O -2.273 2.432 -4.168
H 1.547 2.564 1.061
H 2.905 1.983 0.792
O 2.257 2.055 1.504
H 5.658 3.851 0.702
H 4.216 3.273 0.748
O 5.126 3.119 1.018
H -2.912 -5.280 -0.259
H -4.201 -4.913 0.371
O -3.860 -5.366 -0.412
H 1.305 0.990 -1.863
H 2.869 0.432 -2.103
O 2.155 0.653 -1.507
H -5.481 -1.316 0.547
O -5.593 -2.032 1.175
H 5.812 -0.409 0.811
H 4.910 0.133 -0.127
O 5.819 -0.204 -0.132
H -3.328 2.916 -0.791
O -3.173 3.324 -1.661
H -2.626 -1.029 3.116
H -1.813 -1.752 2.266
O -2.729 -1.431 2.210
H 0.283 2.223 -0.109
H -1.081 1.541 -0.472
O -0.300 1.970 -0.839
H -4.847 -1.078 -2.748
H -4.903 -0.167 -1.496
O -4.579 -1.005 -1.837
H -2.971 -1.506 -0.753
H -2.044 -0.212 -0.530
O -2.107 -1.069 -0.952
H 5.579 -2.860 1.130
H 4.191 -2.404 0.718
O 4.924 -2.180 1.312
H 0.795 -1.823 -3.275
H 1.128 -3.087 -4.112
O 0.563 -2.752 -3.418
H -1.319 -0.668 5.119
H -1.189 -1.910 4.215
O -1.840 -1.375 4.688
H 0.809 -0.389 6.182
H 0.609 0.842 5.440
O 0.295 -0.075 5.423
H 4.089 -0.193 2.147
H 2.599 -0.061 1.742
O 3.198 -0.071 2.490
H 2.270 -2.571 -0.644
H 2.186 -1.093 -0.631
O 2.732 -1.802 -1.012
H -0.392 -3.519 3.162
O 0.164 -3.361 3.932
H -1.502 -4.674 -2.194
H -1.241 -3.705 -3.337
O -1.305 -4.642 -3.122
H -4.741 -2.115 1.606
H 0.284 1.273 -5.410
H -3.219 4.265 -1.437
H 0.609 -2.901 1.841
H 0.783 3.072 4.276
H 0.677 -4.173 4.034
O -4.871 0.149 3.606
H -4.901 -0.619 4.182
H -3.977 0.507 3.635
O -5.787 1.505 -2.021
H -4.939 1.950 -2.091
H -6.394 2.216 -1.802
O -1.417 -1.965 -5.701
H -1.064 -1.596 -4.875
H -0.548 -1.898 -6.123
O 1.404 3.748 -3.043
H 0.810 3.443 -2.338
H 0.915 4.559 -3.258
O -1.124 5.032 -2.052
H -1.223 4.083 -1.869
H -1.889 5.187 -2.619
O 3.592 3.395 -1.398
H 3.821 2.490 -1.613
H 2.929 3.727 -2.018
O -3.068 -0.088 -4.512
H -3.946 0.132 -4.823
H -3.247 -0.310 -3.592
*
```

=====

[2]
# C24H18F3NPS4SbZn

C24H18F3NPS4SbZn as an isolated structure (the ωB97M-V functional and the def2-TZVPD basis, OMol25).

Computed properties:
lowest unoccupied orbital energy (spin up / spin down) = 2.411 / 1.017 eV
⟨S²⟩ = 0.76

```
! wB97M-V def2-TZVPD RIJCOSX def2/J DEFGRID3
* xyz -1 2
Zn -0.344 0.374 -0.355
S -2.615 -3.289 2.098
Sb -2.613 -1.538 0.626
S -0.908 -1.802 -1.040
S -1.695 0.459 1.588
F 0.895 6.023 -1.585
C 0.978 5.019 -2.496
F 1.850 5.461 -3.448
F -0.209 4.915 -3.079
C 1.502 3.759 -1.864
C 2.852 3.770 -1.567
C 3.470 2.663 -1.005
C 2.676 1.567 -0.751
N 1.362 1.549 -0.979
C 0.715 2.623 -1.530
S -0.974 2.418 -1.681
H 3.432 4.658 -1.790
H 4.527 2.651 -0.775
H 3.099 0.650 -0.360
C 0.069 -4.037 4.585
C -0.278 -2.696 4.648
C 0.210 -1.798 3.709
C 1.082 -2.215 2.702
C 1.385 -3.575 2.621
C 0.890 -4.475 3.557
P 1.677 -1.004 1.437
C 2.699 0.180 2.439
C 4.076 0.372 2.298
C 4.740 1.372 3.002
C 4.042 2.213 3.856
C 2.667 2.063 3.978
C 2.005 1.071 3.266
C 2.957 -1.982 0.549
C 2.836 -2.093 -0.833
C 3.781 -2.796 -1.577
C 4.858 -3.392 -0.943
C 4.989 -3.295 0.441
C 4.045 -2.599 1.179
H -0.327 -4.741 5.309
H -0.972 -2.347 5.404
H -0.143 -0.782 3.738
H 1.986 -3.954 1.807
H 1.140 -5.527 3.468
H 4.651 -0.260 1.633
H 5.810 1.497 2.872
H 4.562 2.989 4.408
H 2.101 2.734 4.614
H 0.925 1.019 3.320
H 1.985 -1.636 -1.327
H 3.665 -2.881 -2.652
H 5.599 -3.933 -1.521
H 5.828 -3.766 0.942
H 4.143 -2.536 2.256
*
```

=====

[3]
# C27H36N10O2PtSe

C27H36N10O2PtSe as an isolated structure at a distorted geometry (the ωB97M-V functional and the def2-TZVPD basis, OMol25).

Computed properties:
lowest unoccupied orbital energy = -7.348 eV
relative energy (zero: lowest compared OMol25 entry of this formula, charge and spin) = 0.0 kcal/mol

```
! wB97M-V def2-TZVPD RIJCOSX def2/J DEFGRID3
* xyz 2 1
Pt -2.691 0.642 -0.858
N -3.890 -3.240 -1.589
C -3.344 -2.145 -1.112
O -3.752 -1.002 -1.490
C -2.268 -2.179 -0.140
C -1.915 -0.923 0.190
N -1.460 0.050 0.821
C -1.749 -3.324 0.514
N -1.292 -4.234 1.048
H -4.678 -3.170 -2.218
H -3.589 -4.155 -1.291
N -3.711 1.690 -2.146
C -4.514 1.287 -2.949
N -5.228 0.939 -3.889
C -6.530 0.640 -3.800
N -7.644 0.352 -3.789
C -0.544 1.676 -3.849
N -0.937 2.923 -3.211
C -1.044 4.080 -4.104
C -0.998 5.370 -3.312
C -2.000 5.288 -2.180
N -1.742 4.091 -1.375
C -2.164 4.156 0.014
C -1.278 2.977 -1.928
O -1.101 1.902 -1.196
H 0.506 1.719 -4.142
H -1.151 1.530 -4.743
H -0.694 0.840 -3.175
H -1.975 3.998 -4.672
H -0.218 4.024 -4.813
H -1.235 6.210 -3.962
H 0.004 5.531 -2.911
H -3.026 5.254 -2.557
H -1.917 6.149 -1.517
H -1.623 4.956 0.520
H -1.963 3.219 0.523
H -3.234 4.366 0.062
C 3.345 0.022 3.690
C 2.150 0.543 4.485
C 1.162 -0.537 4.928
C 0.141 -0.950 3.876
N 0.737 -1.680 2.750
C 0.908 -1.237 1.496
Se 0.424 0.470 0.841
N 1.549 -2.168 0.770
C 1.946 -2.099 -0.640
C 3.408 -1.691 -0.798
C 3.664 -0.204 -0.558
C 3.130 0.690 -1.671
C 1.807 -3.252 1.589
C 2.421 -4.479 1.327
C 2.465 -5.370 2.371
C 1.916 -5.066 3.636
C 1.314 -3.861 3.897
C 1.277 -2.947 2.841
H 4.035 0.831 3.455
H 3.062 -0.448 2.745
H 3.896 -0.721 4.267
H 1.618 1.318 3.923
H 2.530 1.037 5.380
H 0.578 -0.183 5.780
H 1.712 -1.414 5.281
H -0.355 -0.073 3.459
H -0.629 -1.597 4.299
H 1.278 -1.394 -1.136
H 1.759 -3.089 -1.054
H 3.716 -1.952 -1.813
H 4.015 -2.298 -0.123
H 4.739 -0.049 -0.459
H 3.248 0.097 0.414
H 3.574 0.412 -2.628
H 3.380 1.734 -1.485
H 2.044 0.625 -1.775
H 2.838 -4.720 0.360
H 2.929 -6.335 2.225
H 1.972 -5.810 4.418
H 0.888 -3.640 4.865
*
```